30
Properties=species:S:1:pos:R:3:lowdin_charge:R:1 method="wB97M-V/def2-TZVPD" smiles="CCOC(=O)[C@H](CC=C=[N-])c1cccc(Cl)c1" total_energy_ev=-31798.7156 charge=-1 gap_ev=5.151 spin_multiplicity=1
C -1.9127 -3.6632 1.6399 -0.085
C -1.0593 -2.9312 0.6562 -0.254
O -1.0561 -1.5300 0.9967 0.007
C -0.1878 -0.9256 0.1451 -0.483
O 0.4208 -1.5477 -0.7189 0.062
C -0.1171 0.5503 0.3767 -0.136
C -1.4155 1.0670 -0.5539 -0.186
C -2.8052 0.5476 -0.6193 -0.242
C -3.6003 0.3372 -1.7848 -0.410
N -4.3577 0.1442 -2.6759 -0.021
C 1.3207 1.1753 0.1215 -0.137
C 1.7744 2.2544 0.8886 -0.051
C 2.9209 2.9842 0.5685 -0.100
C 3.6675 2.6366 -0.5303 -0.133
C 3.2886 1.5150 -1.2810 -0.681
Cl 4.1574 1.0804 -2.6971 0.658
C 2.1267 0.7976 -0.9665 -0.052
H -1.8958 -4.7192 1.3223 0.077
H -1.4995 -3.6198 2.6602 0.076
H -2.9507 -3.2986 1.6623 0.083
H -0.0549 -3.3200 0.7104 0.113
H -1.4195 -3.0486 -0.3685 0.132
H -0.3762 0.7973 1.4144 0.128
H -1.3307 2.0995 -0.2412 0.080
H -0.9129 0.7244 -1.4556 0.101
H -3.3763 0.3989 0.2957 0.042
H 1.1560 2.4758 1.7772 0.113
H 3.2110 3.7785 1.2134 0.089
H 4.4498 3.2829 -0.9309 0.099
H 1.8345 -0.0433 -1.6253 0.112

---

51
Properties=species:S:1:pos:R:3:lowdin_charge:R:1 method="wB97M-V/def2-TZVPD" total_energy_ev=-70083.5151 charge=-2 gap_ev=3.922 spin_multiplicity=1
Pb -19.0803 -7.2788 -20.1444 1.533
O -14.3022 -10.7806 -21.5450 0.073
C -15.0171 -10.1159 -20.6514 -0.991
O -15.9611 -9.4108 -21.0231 -0.078
O -14.6895 -10.2330 -19.4903 -0.005
H -14.8678 -10.1924 -22.0507 0.045
O -20.6036 -2.1613 -17.6141 0.042
C -19.9013 -3.3139 -17.5720 -0.913
O -18.7587 -3.3248 -17.0294 -0.058
O -20.4098 -4.3198 -18.0340 -0.084
H -21.3030 -2.5988 -18.1051 0.066
O -18.9213 -9.3903 -17.0509 -0.004
C -17.9197 -8.8230 -16.3242 -0.923
O -17.4908 -7.7345 -16.6837 0.023
O -17.3509 -9.5314 -15.5264 -0.005
H -19.1041 -10.1548 -16.4998 0.080
O -16.5427 -4.8505 -22.3068 0.073
C -15.7575 -4.6128 -21.3138 -0.972
O -14.7317 -3.9622 -21.5342 -0.029
O -16.2242 -4.7776 -20.2034 0.030
H -15.8991 -4.5068 -22.9307 0.092
C -26.5926 -9.6077 -18.8216 -0.092
C -26.5735 -9.5130 -20.3976 -0.259
O -25.2048 -9.4016 -20.6883 0.130
C -24.5058 -9.0034 -19.5969 -0.489
O -23.3545 -8.6750 -19.5695 0.189
O -25.4109 -8.9327 -18.5554 0.051
F -27.2484 -8.3128 -20.6017 0.037
H -26.5309 -10.5792 -18.3313 0.135
H -27.4439 -9.0439 -18.4399 0.136
H -27.0895 -10.4444 -20.6308 0.163
C -24.8092 -4.8229 -23.8095 -0.078
C -24.3457 -3.3541 -23.7946 -0.296
O -22.9557 -3.5686 -23.7745 0.119
C -22.7698 -4.8214 -23.1918 -0.561
O -21.6947 -5.3101 -22.9896 0.177
O -23.9022 -5.3650 -22.9055 0.119
F -24.7299 -2.6142 -22.7045 0.076
H -24.8547 -5.3172 -24.7799 0.142
H -25.8454 -4.8984 -23.4800 0.139
H -24.5198 -2.8382 -24.7389 0.163
C -18.9663 -10.6926 -27.3787 -0.050
C -20.2417 -11.3917 -27.0943 -0.357
O -20.6893 -10.8092 -25.9196 0.145
C -19.6933 -10.0903 -25.3698 -0.486
O -19.6790 -9.5485 -24.1891 0.073
O -18.6294 -10.1495 -26.1092 0.122
F -19.9612 -12.6437 -26.7323 0.091
H -19.1115 -9.8611 -28.0684 0.144
H -18.2493 -11.4027 -27.7909 0.151
H -21.0166 -11.3924 -27.8610 0.171

---

28
Properties=species:S:1:pos:R:3:lowdin_charge:R:1 method="wB97M-V/def2-TZVPD" smiles=CNc1ccc(Sc2ccccc2)cc1 total_energy_ev=-26016.6161 gap_ev=8.850 spin_multiplicity=1
C -4.9581 1.1561 -0.7422 -0.154
N -4.3385 0.5714 0.4130 -0.057
C -3.0041 0.1660 0.2245 -0.290
C -2.3493 -0.2204 1.3799 -0.027
C -1.0704 -0.7562 1.2551 -0.109
C -0.4580 -1.0331 0.0475 -0.582
S 1.1403 -1.8063 -0.0457 0.968
C 2.2709 -0.4015 -0.0526 -0.492
C 1.7963 0.9087 0.1824 -0.108
C 2.6672 1.9616 0.2428 -0.091
C 4.0759 1.7616 0.1124 -0.089
C 4.5963 0.4876 -0.2369 -0.071
C 3.6395 -0.5814 -0.3487 -0.109
C -1.1734 -0.6842 -1.1132 -0.084
C -2.4308 -0.0774 -1.0228 -0.032
H -6.0465 1.4010 -0.6386 0.087
H -4.4917 2.1466 -1.0890 0.105
H -4.9133 0.4206 -1.5643 0.075
H -4.4906 1.0574 1.3411 0.155
H -2.7612 -0.1574 2.3572 0.104
H -0.6159 -0.9764 2.2007 0.105
H 0.7301 1.0688 0.1893 0.093
H 2.3290 2.9896 0.4031 0.104
H 4.8024 2.5593 0.2052 0.088
H 5.6402 0.3510 -0.4394 0.088
H 4.0047 -1.5662 -0.6917 0.101
H -0.7155 -0.8825 -2.1031 0.119
H -2.9577 0.3651 -1.8998 0.106

---

36
Properties=species:S:1:pos:R:3:lowdin_charge:R:1 method="wB97M-V/def2-TZVPD" total_energy_ev=-117438.3295 gap_ev=7.239 spin_multiplicity=1
Cd 1.6672 -0.0859 0.3195 0.965
C -2.2830 -2.5265 1.7942 -0.014
C -1.3457 -1.3940 1.4674 -0.279
N -0.1592 -1.2517 1.9235 -0.008
N 0.4071 -2.1535 2.7299 -0.049
C 1.6927 -2.0257 3.1658 -0.951
N 2.2074 -3.0924 3.8209 0.089
S 2.5549 -0.6194 3.0555 0.547
C -1.7982 -0.3657 0.5172 -0.234
C -3.1449 -0.0105 0.4154 -0.013
C -3.5232 0.9323 -0.5241 -0.052
C -2.5522 1.4769 -1.3483 -0.038
C -1.2381 1.0622 -1.1798 -0.120
N -0.8632 0.1802 -0.2688 0.068
H -1.7400 -3.4620 1.9181 0.073
H -3.0066 -2.6723 0.9971 0.085
H -2.8230 -2.3193 2.7193 0.097
H -0.0456 -3.0573 2.8657 0.139
H 1.8593 -4.0206 3.6377 0.105
H 3.1856 -3.0118 4.0526 0.091
H -3.8723 -0.4466 1.0789 0.110
H -4.5552 1.2365 -0.6132 0.110
H -2.7997 2.2025 -2.1070 0.107
H -0.4579 1.4506 -1.8214 0.093
S 1.8924 2.4386 0.5522 0.457
C 1.9536 2.3550 -1.1529 -0.896
C 1.8196 3.5008 -1.9545 -0.123
C 1.7643 3.3557 -3.3174 -0.082
C 1.8878 2.0823 -3.8754 -0.086
C 2.0616 1.0089 -3.0251 -0.165
N 2.0772 1.1306 -1.7009 -0.097
H 1.7395 4.4625 -1.4724 0.096
H 1.6087 4.2166 -3.9515 0.105
H 1.8543 1.9404 -4.9417 0.093
H 2.1654 -0.0021 -3.4059 0.110
Br 1.8095 -2.5153 -0.3707 -0.336

---

33
Properties=species:S:1:pos:R:3:lowdin_charge:R:1 method="wB97M-V/def2-TZVPD" smiles="O=C(OCC(=O)N1CCOCC1)c1ccccc1Br" total_energy_ev=-93430.8278 gap_ev=9.785 spin_multiplicity=1
O 1.3556 0.8718 -1.4399 0.133
C 0.9952 -0.0900 -0.8092 -0.468
O 0.3961 -0.0135 0.3847 -0.080
C 0.0264 1.2842 0.7946 -0.072
C -1.1339 1.7596 -0.0972 -0.414
O -1.6164 1.0184 -0.9270 0.092
N -1.5515 3.0272 0.0876 -0.052
C -1.1299 3.9578 1.1099 -0.114
C -2.3424 4.3130 1.9858 -0.188
O -3.3949 4.8339 1.2133 -0.129
C -3.8121 3.9113 0.2298 -0.179
C -2.6562 3.5415 -0.7025 -0.102
C 1.1695 -1.4906 -1.2755 -0.145
C 1.1652 -1.6865 -2.6559 -0.004
C 1.2892 -2.9510 -3.1967 -0.067
C 1.4324 -4.0453 -2.3581 -0.073
C 1.4600 -3.8694 -0.9864 -0.129
C 1.3257 -2.5990 -0.4480 -0.583
Br 1.4324 -2.4453 1.4381 0.826
H 0.8808 1.9632 0.6928 0.138
H -0.2813 1.1895 1.8374 0.143
H -0.3369 3.5425 1.7266 0.117
H -0.7656 4.8695 0.6214 0.137
H -2.0797 5.0873 2.7081 0.128
H -2.6778 3.4114 2.5223 0.130
H -4.6149 4.3989 -0.3243 0.128
H -4.2003 3.0007 0.7104 0.132
H -2.9566 2.7695 -1.4108 0.127
H -2.3189 4.4317 -1.2438 0.135
H 1.0528 -0.8165 -3.2844 0.125
H 1.2754 -3.0843 -4.2673 0.105
H 1.5298 -5.0389 -2.7684 0.107
H 1.5865 -4.7151 -0.3277 0.096

---

35
Properties=species:S:1:pos:R:3:lowdin_charge:R:1 method="wB97M-V/def2-TZVPD" total_energy_ev=-37864.8585 gap_ev=8.169 spin_multiplicity=1
C -6.2400 0.6341 4.2703 -0.046
C -6.3549 1.2527 2.8301 -0.066
H -7.0434 0.5786 2.1311 0.154
H -6.5978 2.3034 2.7636 0.099
O -4.9292 1.3535 2.1030 -0.092
C -3.9737 2.1605 2.4684 -0.624
O -4.1290 3.1173 3.2130 0.092
C -2.7709 1.8918 1.6455 -0.228
H -1.9326 1.9147 2.3877 0.107
H -2.5646 2.6814 1.0290 0.065
S -2.7488 0.0284 0.9090 0.979
C -1.0826 0.2054 0.2601 -0.597
N -0.2190 1.4416 0.5354 0.130
N 0.8669 0.7272 -0.0040 0.032
C 0.6537 -0.2971 -0.6164 -0.501
O -0.4651 -0.8147 -0.1831 0.112
C 1.6902 -1.0806 -1.1582 -0.158
N 3.0457 -0.6591 -1.0824 0.017
C 3.8210 -1.0405 -2.0499 -0.260
C 3.9818 -2.2512 -2.7258 -0.044
C 4.9985 -2.4583 -3.7219 -0.007
C 6.2156 -1.8372 -3.6205 -0.366
C 6.1508 -0.6355 -2.8911 -0.046
C 5.2074 -0.3115 -1.9856 0.013
H 4.9968 0.6598 -1.7353 0.069
H 6.9638 0.1195 -2.9368 0.130
F 7.1958 -1.8200 -4.4317 0.117
H 4.8552 -3.5017 -4.2782 0.153
H 3.1984 -2.8412 -2.6936 0.031
H 3.0016 0.2856 -0.6836 0.144
H 1.5257 -2.3063 -0.9139 0.191
H 1.2912 -1.2005 -2.4249 0.205
H -7.2749 0.6271 4.5889 0.082
H -5.7900 -0.2475 4.1842 0.020
H -5.5437 1.3204 4.8173 0.096

---

41
Properties=species:S:1:pos:R:3:lowdin_charge:R:1 method="wB97M-V/def2-TZVPD" total_energy_ev=-122415.0818 charge=+3 gap_ev="3.860 / 3.797" spin_multiplicity=1
W -0.7267 -0.9661 -0.8175 0.915
N 0.9193 -1.5716 0.7142 -0.156
N 2.1125 -0.9310 0.3528 0.065
C 2.0711 -0.0337 -0.6594 -0.579
O 2.8334 0.8064 -0.9818 0.199
O 0.8524 -0.2375 -1.3650 -0.282
H 0.6609 -1.2998 1.6652 0.054
H 1.0639 -2.5820 0.6679 0.065
H 2.9462 -1.0504 0.9152 0.202
N 1.7509 2.9498 0.8491 0.190
C 0.5523 2.7236 1.3468 -0.701
S -0.2400 1.1372 1.3588 0.655
N -0.1229 3.6539 2.0011 0.070
C 0.3067 4.9691 2.3739 -0.229
C -0.6602 5.9714 2.3524 -0.015
C -0.3017 7.2563 2.7169 -0.037
C 1.0034 7.5299 3.1120 -0.028
C 1.9498 6.5122 3.1621 -0.036
C 1.6092 5.2192 2.8002 -0.035
H 2.2256 2.2657 0.2771 0.082
H 2.1266 3.8916 0.8553 0.131
H -1.0597 3.4012 2.2904 0.135
H -1.6777 5.7537 2.0511 0.118
H -1.0409 8.0448 2.6937 0.124
H 1.2781 8.5340 3.4045 0.126
H 2.9534 6.7175 3.5079 0.125
H 2.3314 4.4234 2.9313 0.121
I -2.3024 -1.5125 1.1291 0.627
I -0.3094 -3.4148 -1.6230 0.623
Se -2.0222 -1.2587 -4.4444 1.370
N -2.8347 0.2594 -4.7142 -0.133
C -2.8232 1.0152 -3.6165 -0.301
C -3.3704 2.2998 -3.3314 0.113
C -3.1902 2.7748 -2.0556 0.033
C -2.4807 2.0556 -1.0562 -0.023
N -1.9469 0.8663 -1.3025 -0.063
C -2.1597 0.3985 -2.5462 -0.481
N -1.6639 -0.8176 -2.7133 -0.451
H -3.9070 2.8642 -4.0839 0.157
H -3.5993 3.7356 -1.7752 0.140
H -2.3630 2.4530 -0.0581 0.109